No. 1
56
Properties=species:S:1:pos:R:3 method="wB97M-V/def2-TZVPD" lumo_ev=0.65 smiles="C[C@@H]1ON=C(C(=O)NCC[C@H]2CCCN(C(=O)c3ccc(N)c(O)c3)C2)[C@H]1C" charge=0
C 2.07830 -6.93285 4.36833
C 0.85718 -6.87286 3.43220
O 1.34160 -6.98349 2.10286
N 1.29928 -5.71918 1.47200
C 0.67056 -4.88472 2.19875
C 0.45230 -3.46529 1.88972
O -0.15469 -2.71067 2.65013
N 0.96112 -3.03511 0.72106
C 0.86782 -1.66697 0.21652
C -0.51734 -1.34415 -0.37963
C -0.62806 0.07044 -0.99045
C -1.94051 0.24417 -1.79167
C -2.09809 1.68006 -2.33209
C -1.91683 2.73395 -1.21355
N -0.59090 2.50777 -0.59741
C 0.54172 3.04439 -1.13971
O 1.61165 2.43011 -1.16399
C 0.50362 4.44938 -1.71096
C -0.31582 5.45234 -1.16752
C -0.30508 6.74475 -1.69241
C 0.54299 7.06999 -2.74876
N 0.49607 8.37383 -3.25056
C 1.37810 6.08004 -3.30030
O 2.21873 6.34410 -4.35604
C 1.36140 4.78991 -2.76821
C -0.49964 1.19474 0.07931
C 0.12023 -5.53317 3.44921
C -1.41895 -5.67647 3.48209
H 1.77793 -6.87306 5.41443
H 2.62526 -7.86628 4.23302
H 2.77293 -6.11541 4.17081
H 0.19437 -7.71539 3.64137
H 1.44813 -3.72197 0.16486
H 1.12558 -0.95285 1.00260
H 1.63577 -1.51009 -0.54374
H -0.74425 -2.08710 -1.14592
H -1.27963 -1.46835 0.39201
H 0.19492 0.20232 -1.69730
H -2.00287 -0.49195 -2.59504
H -2.78650 0.02034 -1.13873
H -1.38282 1.86366 -3.13617
H -3.08326 1.79545 -2.78572
H -2.09765 3.75607 -1.54322
H -2.66236 2.57939 -0.43126
H -0.95364 5.24474 -0.31952
H -0.94792 7.49782 -1.26186
H -0.17491 8.47619 -3.99668
H 0.43462 9.07766 -2.53209
H 2.90857 5.68917 -4.46536
H 2.01479 4.03691 -3.18562
H -1.30794 1.11855 0.80836
H 0.40124 1.13693 0.69355
H 0.42249 -4.94231 4.31650
H -1.91209 -4.70334 3.44554
H -1.78806 -6.26332 2.63909
H -1.74946 -6.16884 4.39720


No. 2
57
Properties=species:S:1:pos:R:3 method="wB97M-V/def2-TZVPD" lumo_ev=0.46 smiles="COCCn1c(COc2cccc(OC)c2)nnc1SCC(=O)NC1CCCC1" charge=0
C -0.85099 -4.89797 1.18898
O -1.49411 -3.87564 0.33407
C -0.84111 -3.00934 -0.30386
C -0.33187 -2.07967 0.53705
N 0.28075 -0.96659 0.01242
C -0.09217 0.25408 -0.56700
C -1.56102 1.03484 -0.33449
O -2.40808 -0.37722 -0.71992
C -3.73681 0.14162 -0.35650
C -4.61686 -1.06355 -0.64840
C -6.03061 -0.91646 -0.20026
C -6.46159 0.19042 0.05081
C -5.68993 1.39247 0.21014
O -6.09570 2.70511 0.35507
C -7.53846 3.04756 0.80493
C -4.17370 1.39991 -0.13154
N 0.76216 0.93095 -1.30903
N 1.89928 0.16597 -1.28345
C 1.54347 -1.05177 -0.29557
S 2.72757 -2.27866 0.00189
C 4.25579 -1.55279 -0.88005
C 4.91039 -0.72782 0.00919
O 5.76772 -0.95610 0.83154
N 4.53275 0.84190 -0.18001
C 4.90014 1.81849 0.81135
C 5.23156 3.00833 -0.38668
C 4.05692 4.12520 0.08236
C 2.92463 3.37858 0.42762
C 3.86920 2.16805 1.44409
H 0.06829 -5.32429 0.50059
H -1.54972 -5.59666 1.58943
H -0.50650 -4.51872 1.94598
H -1.50652 -2.57773 -0.88860
H 0.06652 -3.49054 -0.70665
H 0.37271 -2.30476 1.34546
H -1.00521 -1.39635 1.13350
H -1.73940 1.77848 -1.13972
H -1.68512 1.16141 0.79430
H -4.14708 -1.84708 -0.79416
H -6.60686 -1.91972 -0.42528
H -7.47730 0.46826 0.13540
H -8.01074 2.84668 -0.19335
H -7.87435 2.41977 1.66336
H -7.50235 4.18399 0.63762
H -3.69238 2.21800 0.15592
H 3.97150 -1.32273 -1.95209
H 4.90507 -2.51130 -0.85815
H 3.70047 0.76018 -0.98703
H 5.77772 1.52826 1.10497
H 5.08881 2.73876 -1.33793
H 6.33729 3.25754 -0.06175
H 4.48975 4.75979 0.56232
H 3.85513 4.41484 -1.04968
H 2.52873 3.92370 1.03912
H 2.51885 2.68644 -0.21002
H 3.11845 1.59315 1.63010
H 3.99974 2.88643 2.33801


No. 3
61
Properties=species:S:1:pos:R:3 method="wB97M-V/def2-TZVPD" lumo_ev="-7.12 / -7.11" s2=0.7550 multiplicity=2 charge=+2
Ru -0.37468 -0.10837 -0.25281
N -1.97378 1.08978 -0.80325
C -3.02106 1.48456 0.18977
C -3.82679 0.29211 0.66249
C -3.03653 -0.65080 1.54499
N -1.88878 -1.23740 0.81060
H -1.61864 1.94016 -1.23419
H -2.43928 0.54096 -1.54466
H -3.67055 2.20528 -0.30767
H -2.52915 1.99082 1.02075
H -4.23020 -0.24412 -0.20122
H -4.68289 0.65885 1.22989
H -3.67046 -1.45990 1.91005
H -2.66241 -0.12541 2.41927
H -2.27919 -1.84673 0.09570
H -1.35494 -1.83153 1.44292
C 0.15452 2.95050 4.71280
C 1.14204 3.51498 3.91140
C 1.32953 3.07851 2.61332
C 0.51364 2.05834 2.12077
C -0.46813 1.49217 2.91753
C -0.65217 1.93649 4.21580
N 0.63978 1.57033 0.77767
N 1.64547 2.01012 0.18657
C 1.73734 1.66813 -1.16668
C 2.77062 2.19592 -1.91543
C 2.76940 1.96323 -3.28285
C 1.72718 1.23644 -3.83594
C 0.74571 0.71826 -3.00754
N 0.75583 0.91763 -1.68539
H 0.01370 3.30629 5.72452
H 1.76298 4.30967 4.30131
H 2.08506 3.53180 1.99062
H -1.04896 0.68203 2.51655
H -1.41951 1.49641 4.83880
H 3.53023 2.78909 -1.42740
H 3.55686 2.36357 -3.90662
H 1.66462 1.06231 -4.90064
H -0.07246 0.13648 -3.41026
C 1.95506 -3.75165 -2.79438
N 0.64193 -3.11189 -2.67155
C -0.40909 -3.43649 -3.50359
C -1.60498 -2.82450 -3.44621
C -1.82026 -1.77591 -2.47124
O -2.83904 -1.09636 -2.35327
N -0.75103 -1.54942 -1.62671
C 0.46034 -2.13759 -1.74744
O 1.35374 -1.70873 -0.98277
H 1.83904 -4.66885 -3.36397
H 2.33381 -3.99063 -1.80460
H 2.65654 -3.09120 -3.30109
H -0.19816 -4.22403 -4.21365
H -2.40514 -3.09574 -4.11668
N 2.81423 -1.17071 1.41677
C 1.71633 -1.10716 2.18296
N 1.86809 -1.05219 3.51551
O 0.55476 -1.07239 1.69392
H 3.73062 -1.23834 1.82381
H 2.68368 -1.39595 0.44181
H 2.75456 -1.19161 3.96767
H 1.04105 -0.99562 4.08316


No. 4
53
Properties=species:S:1:pos:R:3 method="wB97M-V/def2-TZVPD" lumo_ev="-9.59 / -9.59" charge=+2
C 0.48140 3.21860 -3.66060
C -0.79890 2.75740 -3.33500
C -1.01830 1.83690 -2.28980
C 0.09030 1.37250 -1.52840
C 1.39670 1.79340 -1.92000
C 1.58490 2.71370 -2.96570
C -2.42930 1.31810 -2.08270
C -2.45730 -0.18840 -1.77070
N -2.68710 -1.01720 -2.95200
Sn 0.00000 0.00000 0.00000
C 2.59470 1.12640 -1.26680
P 2.03410 -0.62620 -0.99420
H -1.66330 3.10880 -3.91140
H 2.60100 3.01980 -3.24170
H 0.61980 3.93990 -4.47320
H 2.81330 1.54280 -0.26490
H 3.50870 1.20220 -1.88350
H -2.91610 1.83580 -1.24310
H -3.01900 1.53580 -2.99020
H -1.52580 -0.48080 -1.22220
C 3.40020 -1.46770 -0.08320
C 2.09510 -1.37100 -2.67980
H -3.30520 -0.36630 -1.07920
C -1.52170 -1.13670 -3.81600
C -3.23470 -2.31730 -2.59730
H 0.18550 -0.93840 1.53350
H -1.78470 -1.72510 -4.71250
H -1.19080 -0.14000 -4.15120
H -0.65400 -1.63840 -3.31800
H -3.48020 -2.88210 -3.51430
H -2.53610 -2.94430 -1.98810
H -4.16250 -2.17950 -2.01490
H 3.11240 -1.32980 -3.10750
H 1.75650 -2.41950 -2.63090
H 1.39960 -0.80450 -3.32070
H 4.35710 -1.38390 -0.62810
H 3.50500 -1.00400 0.91190
H 3.15330 -2.53460 0.05100
H -0.30470 -1.42630 1.06150
O -1.51430 2.64020 1.26130
C -0.30840 2.29520 1.65880
O 0.52120 1.77690 0.76030
C -0.17240 1.90600 3.10200
C -1.14140 2.30920 4.05270
C -1.03240 1.92480 5.39490
C 0.02840 1.12240 5.81490
C 0.98980 0.70960 4.89240
C 0.89420 1.09560 3.54770
H -1.98830 2.91790 3.76140
H -1.77940 2.23980 6.11730
H 0.10400 0.82380 6.85470
H 1.80380 0.07320 5.22350
H 1.64760 0.74400 2.85450


No. 5
53
Properties=species:S:1:pos:R:3 method="wB97M-V/def2-TZVPD" lumo_ev="-0.34 / -0.31" s2=6.0109 multiplicity=5 charge=0
O 0.97700 1.49831 -0.42457
C 0.58713 1.69309 -1.86594
C 1.19939 3.04249 -2.04992
H -0.49642 1.78461 -1.97885
H 1.05224 0.91799 -2.47116
C 1.58892 2.86209 -0.59780
H 0.47615 3.83386 -2.21793
H 2.01426 3.05943 -2.75904
C 0.89091 3.87040 0.29725
H -0.18716 3.91684 0.07751
H 1.28961 4.87575 0.08403
H 1.07198 3.66251 1.36497
C 3.09049 2.83766 -0.43280
H 3.56252 2.12770 -1.12027
H 3.38410 2.63463 0.60461
H 3.48742 3.82968 -0.69146
Pm 0.65758 -0.23288 0.89739
C 1.32212 -3.50231 2.09508
C 0.40072 -3.72656 1.05080
C 0.94493 -3.16888 -0.15386
H -0.51276 -4.31153 1.16515
C 2.20943 -2.55487 0.18262
C 2.38727 -2.69563 1.60162
H 3.24918 -2.36549 2.17910
H 1.19422 -3.87519 3.12314
H 0.53294 -3.29303 -1.16186
H 2.97092 -2.21694 -0.52370
C -0.47556 -1.78749 3.56185
C 0.80054 -1.21829 3.78408
C 0.72382 0.19782 3.54279
H 1.68637 -1.74439 4.13705
C -0.63933 0.49716 3.18565
C -1.35446 -0.74509 3.17896
H -2.43448 -0.84174 3.04567
H -0.75284 -2.84616 3.64210
H 1.50631 0.90488 3.78053
H -1.08464 1.48675 3.06316
O -3.40441 1.03562 -2.46470
C -2.84763 0.28798 -1.38503
C -1.66523 -0.54260 -1.96246
H -3.53973 -0.44654 -0.94157
H -2.54536 0.98823 -0.57495
C -1.92898 -0.68504 -3.45782
H -1.53010 -1.51452 -1.49483
H -0.73200 -0.00143 -1.80559
C -3.04827 0.32180 -3.69142
H -2.24124 -1.72306 -3.66548
H -1.06087 -0.38687 -4.05132
H -3.93857 -0.23248 -4.06235
H -2.82997 1.06596 -4.43102
O -2.71149 -3.11575 1.19624
C -2.02055 -2.18759 0.93724
N -1.27643 -1.27089 0.65913